1.
Molecular formula: C20H32BN7O2Ru
Method: DFT, wB97M-V/def2-TZVPD

Positions of all 63 atoms, in Å:
Ru -0.450 1.045 0.038
C -1.914 1.241 3.396
C -0.934 0.176 3.042
C -0.418 -0.793 3.878
C 0.490 -1.534 3.120
C 1.330 -2.684 3.541
N 0.507 -1.022 1.883
N -0.387 0.011 1.809
B 1.420 -1.350 0.681
N 2.164 -0.028 0.352
N 1.482 1.141 0.144
C 2.420 2.155 0.008
C 2.163 3.617 -0.082
C 3.657 1.576 0.050
C 3.470 0.201 0.273
C 4.507 -0.849 0.420
N 0.574 -1.769 -0.511
N -0.612 -1.119 -0.756
C -1.316 -1.918 -1.586
C -2.746 -1.793 -1.994
C -0.546 -3.031 -1.917
C 0.633 -2.919 -1.206
C 1.785 -3.858 -1.149
H -1.927 1.366 4.475
H -2.923 0.968 3.088
H -1.652 2.202 2.951
H -0.657 -0.938 4.918
H 1.101 -2.950 4.570
H 2.390 -2.437 3.478
H 1.146 -3.553 2.909
H 2.218 -2.173 0.975
H 1.341 3.931 0.556
H 1.978 3.935 -1.109
H 3.059 4.133 0.256
H 4.603 2.085 -0.025
H 5.494 -0.404 0.339
H 4.402 -1.608 -0.356
H 4.421 -1.346 1.386
H -3.207 -0.864 -1.697
H -3.295 -2.617 -1.536
H -2.844 -1.913 -3.073
H -0.836 -3.846 -2.559
H 1.618 -4.685 -1.834
H 1.912 -4.266 -0.146
H 2.713 -3.361 -1.435
O -0.918 5.016 -1.390
C -0.736 3.924 -1.057
N -0.535 2.778 -0.719
C -0.726 1.048 -3.499
C -2.092 1.451 -2.982
O -2.255 1.071 -1.594
C -3.451 1.609 -1.023
C -3.414 1.239 0.436
H -0.783 0.808 -4.560
H -0.365 0.158 -2.984
H 0.005 1.847 -3.381
H -2.901 0.971 -3.537
H -2.237 2.534 -3.053
H -4.315 1.184 -1.538
H -3.476 2.695 -1.157
H -3.469 0.161 0.588
H -4.198 1.730 1.011
H -2.471 1.621 0.876

Values from the calculation:
* ⟨S²⟩: 6.03
* 2S+1: 5
* charge: +2
* calculated total energy: -1434.25736 Ha
* LUMO level (alpha / beta): -7.870 / -9.757 eV
* Kohn-Sham gap (alpha / beta): 7.1 / 5.1 eV

***

2.
Molecular formula: C20H32BiN6O7
Method: DFT, wB97M-V/def2-TZVPD

Positions of all 66 atoms, in Å:
O -1.411 -1.171 -5.238
H -1.026 -1.198 -6.111
Bi 0.095 -0.125 -2.108
N 0.132 1.695 -0.423
N 1.447 2.007 -2.640
N -1.752 -0.713 -0.857
N -0.798 -2.356 -2.667
O -0.350 1.489 0.799
O -2.335 0.152 0.077
O -0.616 -3.008 -3.754
O 1.943 2.150 -3.807
C 1.480 3.080 -1.766
C 0.796 2.890 -0.558
C -2.239 -1.981 -0.839
C -1.709 -2.863 -1.789
C 0.833 3.844 0.577
H 1.579 3.548 1.334
H -0.143 3.898 1.076
H 1.103 4.856 0.237
C 2.307 4.248 -2.102
H 2.486 4.302 -3.183
H 3.289 4.178 -1.609
H 1.830 5.170 -1.766
C -3.237 -2.421 0.180
C -2.122 -4.280 -1.881
H -3.805 -1.570 0.579
H -2.746 -2.917 1.037
H -3.949 -3.144 -0.256
H -1.611 -4.785 -2.720
H -3.214 -4.374 -2.028
H -1.879 -4.820 -0.949
H -1.510 0.676 0.430
H -1.012 -1.890 -4.747
C -1.110 0.522 -3.627
H -0.235 0.210 -4.342
H -1.995 -0.218 -3.409
H -1.492 1.441 -4.071
O -4.506 1.545 -1.078
H -3.696 1.184 -0.591
H -4.440 2.503 -0.970
C 2.124 0.645 4.027
N 2.281 0.443 2.598
N 1.712 -0.598 1.957
C 2.192 -0.668 0.649
O 1.789 -1.490 -0.185
C 3.138 0.425 0.552
C 3.184 1.052 1.796
C 3.997 2.197 2.242
C 0.611 -1.340 2.465
C -0.440 -0.697 3.120
C -1.527 -1.452 3.561
C -1.586 -2.821 3.286
C -0.563 -3.440 2.547
C 0.534 -2.697 2.138
H 1.186 1.170 4.250
H 2.952 1.275 4.369
H 2.152 -0.304 4.573
H 3.665 0.701 -0.329
H 3.383 3.084 2.451
H 4.581 1.955 3.140
H 4.703 2.459 1.447
H -0.409 0.378 3.278
H -2.326 -0.959 4.121
H -2.436 -3.415 3.645
H -0.616 -4.505 2.306
H 1.338 -3.149 1.557

Values from the calculation:
* charge: +1
* calculated total energy: -1850.47864 Ha
* LUMO level (alpha / beta): -6.830 / -6.995 eV
* Kohn-Sham gap (alpha / beta): 3.8 / 3.5 eV

***

3.
Molecular formula: C20H32ClIMoNOP2S
Method: DFT, wB97M-V/def2-TZVPD

Positions of all 60 atoms, in Å:
C 0.154 1.408 -3.527
C 0.461 1.221 -2.073
H 0.777 2.240 -3.898
H -0.907 1.673 -3.627
H 0.334 0.502 -4.136
O 0.448 2.155 -1.243
I 0.312 -2.926 -3.548
Mo 0.165 -0.973 -1.708
P 2.459 -0.077 -1.948
C 3.384 1.236 -1.073
C 3.084 -1.658 -1.324
H 3.671 -2.106 -2.136
H 4.167 0.278 -3.554
H 2.286 -2.362 -1.027
H 2.881 -0.801 -4.189
H 3.991 0.792 -0.278
H 3.712 -1.428 -0.451
C 3.087 0.115 -3.631
H 4.057 1.753 -1.769
H 2.630 0.969 -4.142
H 2.712 1.984 -0.637
P -2.286 -0.356 -1.992
C -2.606 1.343 -1.368
C -2.830 -0.345 -3.737
H -3.575 -2.344 -1.488
H -4.587 -0.853 -1.426
H -3.474 -1.255 -0.067
C -3.618 -1.299 -1.156
H -2.269 -1.117 -4.282
H -3.906 -0.570 -3.775
H -3.558 1.696 -1.789
H -1.792 2.031 -1.636
H -2.639 0.639 -4.183
H -2.659 1.296 -0.271
Cl -0.816 -2.908 -0.529
N 0.359 -0.358 0.252
S -0.885 -0.373 1.378
C -0.304 -1.481 2.677
C 0.912 -1.275 3.330
C 1.327 -2.189 4.305
C 0.518 -3.287 4.618
C -0.717 -3.470 3.984
C -1.133 -2.563 3.009
C -0.655 1.194 2.215
C -1.444 1.403 3.359
C -1.286 2.577 4.095
C -0.373 3.554 3.668
C 0.359 3.372 2.492
C 0.189 2.202 1.741
H 1.170 0.105 0.674
H 1.518 -0.401 3.086
H 2.280 -2.040 4.815
H 0.857 -4.011 5.359
H -1.353 -4.318 4.246
H -2.085 -2.678 2.489
H -2.158 0.637 3.662
H -1.865 2.746 5.003
H -0.237 4.469 4.246
H 1.066 4.127 2.136
H 0.688 2.106 0.778

Values from the calculation:
* ⟨S²⟩: 2.03
* 2S+1: 3
* charge: +3
* calculated total energy: -2817.19727 Ha
* LUMO level (alpha / beta): -11.650 / -13.350 eV
* Kohn-Sham gap (alpha / beta): 5.5 / 3.8 eV

***

4.
Molecular formula: C20H32CrN4OS
Method: DFT, wB97M-V/def2-TZVPD

Positions of all 59 atoms, in Å:
Cr 0.612 -0.365 1.459
N -0.656 1.504 1.731
C -0.982 1.534 3.170
C 0.172 1.001 4.077
N 0.603 -0.344 3.607
C -0.349 -1.330 4.156
C -0.706 -2.394 3.116
N -0.945 -1.814 1.776
C 2.049 -0.652 3.936
C 2.955 0.410 3.202
N 2.599 0.409 1.771
H -0.141 2.356 1.522
H -1.491 1.515 1.124
H -1.895 0.907 3.318
H -1.260 2.540 3.563
H -0.183 0.965 5.113
H 1.055 1.679 4.065
H -1.264 -0.799 4.448
H 0.105 -1.815 5.067
H -1.593 -2.934 3.513
H 0.086 -3.135 3.044
H -1.891 -1.421 1.716
H -0.878 -2.531 1.061
H 2.294 -1.665 3.592
H 2.161 -0.659 5.030
H 4.022 0.127 3.375
H 2.852 1.426 3.651
H 3.207 -0.231 1.257
H 2.726 1.331 1.371
O 0.516 -0.235 -0.616
S 1.278 -1.201 -1.550
C 1.731 -0.329 -3.178
C 1.288 1.090 -3.125
C 0.053 1.473 -3.625
C -0.460 2.711 -3.309
C 0.244 3.596 -2.520
C 1.533 3.254 -2.086
C 2.072 2.033 -2.450
C 0.003 -2.433 -2.330
C -1.274 -1.830 -2.801
C -1.747 -2.116 -4.093
C -2.886 -1.504 -4.614
C -3.560 -0.560 -3.844
C -3.136 -0.327 -2.551
C -2.063 -1.004 -1.996
H 1.224 -0.890 -3.967
H 2.833 -0.426 -3.265
H -0.569 0.813 -4.229
H -1.450 3.011 -3.676
H -0.197 4.552 -2.197
H 2.090 3.951 -1.458
H 3.103 1.755 -2.155
H -0.159 -3.163 -1.555
H 0.570 -2.880 -3.154
H -1.229 -2.876 -4.701
H -3.261 -1.763 -5.615
H -4.370 0.020 -4.277
H -3.648 0.405 -1.928
H -1.793 -0.744 -0.967

Values from the calculation:
* ⟨S²⟩: 3.81
* 2S+1: 4
* charge: +3
* calculated total energy: -2517.24435 Ha
* LUMO level (alpha / beta): -12.710 / -11.073 eV
* Kohn-Sham gap (alpha / beta): 3.9 / 5.6 eV

***

5.
Molecular formula: C20H32EuN8O5S
Method: DFT, wB97M-V/def2-TZVPD

Positions of all 67 atoms, in Å:
Eu -1.514 1.127 -0.300
C 0.688 -0.402 1.808
C -0.397 -0.065 2.871
N -1.317 1.001 2.447
C -1.089 2.312 3.091
C -1.155 3.461 2.068
N -0.449 3.090 0.842
C 1.012 3.152 0.863
C 1.618 1.849 1.423
N 0.902 0.692 0.857
H 0.357 -1.268 1.227
H 1.617 -0.675 2.332
H 0.086 0.206 3.816
H -0.969 -0.977 3.055
H -2.265 0.705 2.670
H -0.107 2.318 3.563
H -1.832 2.495 3.873
H -0.751 4.376 2.529
H -2.199 3.643 1.785
H -0.795 3.675 0.077
H 1.380 4.013 1.441
H 1.338 3.244 -0.177
H 1.545 1.823 2.510
H 2.683 1.821 1.168
H 1.455 0.341 0.078
O -2.706 3.357 -3.205
S -2.306 2.560 -2.106
O -2.728 1.117 -2.119
O -2.780 3.009 -0.737
O -0.808 2.466 -1.875
C 1.417 0.351 -2.692
C 0.609 -0.826 -2.295
N -0.420 -0.811 -1.457
C -0.937 -2.085 -1.464
C -0.191 -2.875 -2.281
N 0.794 -2.073 -2.796
C 1.953 -2.521 -3.532
N 3.136 -2.355 -2.741
N 4.074 -1.448 -3.091
N 5.009 -1.426 -2.251
C 4.748 -2.328 -1.259
C 5.463 -2.678 -0.115
C 4.897 -3.624 0.707
C 3.658 -4.212 0.414
C 2.940 -3.890 -0.718
C 3.506 -2.943 -1.561
H 0.870 1.262 -2.431
H 1.583 0.348 -3.769
H 2.402 0.363 -2.226
H -1.807 -2.335 -0.883
H -0.293 -3.905 -2.558
H 2.106 -1.932 -4.444
H 1.807 -3.575 -3.794
H 6.416 -2.224 0.101
H 5.416 -3.933 1.601
H 3.259 -4.946 1.097
H 1.992 -4.356 -0.941
C -5.788 -0.540 0.998
C -4.705 0.482 0.852
C -5.112 1.911 0.939
O -3.525 0.154 0.709
H -6.353 -0.331 1.904
H -5.388 -1.549 1.026
H -6.483 -0.457 0.165
H -6.173 2.041 0.750
H -4.504 2.491 0.227
H -4.894 2.309 1.933

Values from the calculation:
* ⟨S²⟩: 12.01
* 2S+1: 7
* charge: +1
* calculated total energy: -2703.97607 Ha
* LUMO level (alpha / beta): -2.971 / -2.347 eV
* Kohn-Sham gap (alpha / beta): 8.6 / 9.2 eV

***

6.
Molecular formula: C20H32F3IrN5O8S3
Method: DFT, wB97M-V/def2-TZVPD

Positions of all 72 atoms, in Å:
Ir -0.731 1.044 -0.351
F -1.739 0.326 -6.495
C -1.942 0.758 -5.259
F -1.930 2.098 -5.262
F -3.154 0.361 -4.854
C -0.882 0.238 -4.310
C 0.196 -0.528 -4.737
C 1.152 -0.944 -3.820
C 1.011 -0.602 -2.482
N -0.037 0.108 -2.077
C -0.960 0.539 -2.963
S -2.097 1.526 -2.041
H 0.287 -0.787 -5.784
H 2.005 -1.527 -4.136
H 1.729 -0.894 -1.726
C 3.173 3.997 -1.656
C 1.990 3.799 -2.587
S 0.383 3.664 -1.798
O 0.607 2.526 -0.753
C 0.285 5.198 -0.834
C 0.734 5.058 0.611
H 4.093 3.919 -2.234
H 3.194 3.236 -0.877
H 3.161 4.981 -1.192
H 2.073 2.879 -3.171
H 1.868 4.620 -3.299
H -0.760 5.496 -0.898
H 0.883 5.920 -1.393
H 0.130 4.321 1.138
H 0.588 6.020 1.100
H 1.782 4.782 0.699
O -2.203 3.645 -0.158
N -2.078 3.304 0.982
O -1.477 2.148 1.173
C 2.365 0.632 2.818
C 1.057 1.138 2.266
O 0.748 0.415 1.025
H 2.593 1.162 3.743
H 3.178 0.803 2.114
H 2.313 -0.434 3.044
H 1.105 2.185 1.981
H 0.225 0.999 2.956
H 0.696 -0.542 1.247
C 1.763 -3.538 4.102
C 0.650 -4.220 3.319
S 0.671 -3.709 1.623
O 1.834 -4.213 0.956
O 0.439 -2.265 1.566
C -0.734 -4.529 0.859
C -2.157 -4.026 1.134
N -2.262 -2.557 1.120
C -1.918 -1.795 0.070
N -1.860 -0.507 0.433
C -2.239 -0.440 1.753
C -2.464 -1.698 2.180
N -2.771 -2.062 3.544
O -3.060 -1.151 4.276
O -2.675 -3.236 3.859
C -1.685 -2.351 -1.287
H 1.753 -3.915 5.123
H 1.613 -2.459 4.140
H 2.739 -3.752 3.668
H -0.342 -3.988 3.711
H 0.779 -5.304 3.286
H -0.660 -5.576 1.158
H -0.478 -4.495 -0.200
H -2.520 -4.365 2.095
H -2.823 -4.424 0.370
H -2.297 0.480 2.304
H -2.253 -3.271 -1.419
H -0.630 -2.572 -1.453
H -2.028 -1.651 -2.043

Values from the calculation:
* ⟨S²⟩: 0.76
* 2S+1: 2
* charge: +2
* calculated total energy: -3254.82206 Ha
* LUMO level (alpha / beta): -6.155 / -9.145 eV
* Kohn-Sham gap (alpha / beta): 9.0 / 6.0 eV

***

7.
Molecular formula: C20H32IrN4OS4
Method: DFT, wB97M-V/def2-TZVPD

Positions of all 62 atoms, in Å:
Ir 0.135 -0.135 -0.228
C 3.349 -0.819 1.537
C 3.278 0.646 1.912
S 1.583 1.321 2.052
C 1.036 0.959 3.762
C 0.583 -0.468 3.991
S -0.516 -1.069 2.643
C -0.045 -2.837 2.685
C -0.651 -3.616 1.536
S -0.360 -2.912 -0.123
C 1.253 -3.584 -0.682
C 2.475 -3.001 -0.008
S 2.557 -1.166 -0.090
H 2.893 -1.455 2.296
H 4.402 -1.106 1.437
H 3.762 1.261 1.148
H 3.792 0.812 2.862
H 0.221 1.666 3.929
H 1.846 1.213 4.450
H 0.011 -0.523 4.923
H 1.423 -1.155 4.079
H -0.411 -3.251 3.631
H 1.044 -2.898 2.690
H -1.739 -3.645 1.622
H -0.282 -4.644 1.552
H 1.263 -3.397 -1.758
H 1.240 -4.667 -0.535
H 3.373 -3.368 -0.513
H 2.534 -3.296 1.038
C -4.251 -0.258 -1.503
C -3.165 0.226 -0.601
O -2.158 -0.480 -0.374
N -3.333 1.421 -0.043
C -2.449 1.941 0.976
C -1.322 2.780 0.423
C -1.342 4.167 0.542
C -0.267 4.904 0.075
C 0.789 4.243 -0.536
C 0.730 2.862 -0.629
N -0.297 2.154 -0.153
H -4.318 -1.342 -1.453
H -4.029 0.012 -2.536
H -5.215 0.171 -1.243
H -4.150 1.969 -0.284
H -2.018 1.076 1.495
H -3.038 2.535 1.673
H -2.188 4.650 1.003
H -0.251 5.979 0.200
H 1.642 4.777 -0.925
H 1.535 2.299 -1.085
C 0.817 1.566 -3.812
C 0.145 0.270 -3.699
N -0.136 -0.431 -2.582
C -0.797 -1.539 -2.990
C -0.903 -1.535 -4.374
N -0.317 -0.395 -4.782
H 0.380 2.292 -3.128
H 0.733 1.959 -4.824
H 1.881 1.480 -3.582
H -1.176 -2.270 -2.306
H -1.330 -2.265 -5.034
H -0.247 -0.082 -5.745

Values from the calculation:
* ⟨S²⟩: 0.79
* 2S+1: 2
* charge: +4
* calculated total energy: -2771.10003 Ha
* LUMO level (alpha / beta): -14.164 / -15.768 eV
* Kohn-Sham gap (alpha / beta): 5.5 / 3.9 eV